The following is a DFT calculation (ωB97M-V with the def2-TZVPD basis set) of a cluster of 2 separate species, C2H9NS in total.

Element x y z (Å)
N 0.680 -2.819 -2.929
H 0.329 -3.136 -3.823
H 0.566 -3.549 -2.236
H 0.077 -2.070 -2.607
C -0.856 0.075 1.901
S 0.449 0.793 0.945
C -0.514 1.675 -0.396
H -1.028 -1.007 1.708
H -0.643 0.201 2.958
H -1.777 0.629 1.706
H -1.579 1.631 -0.646
H 0.098 1.681 -1.307
H -0.325 2.678 0.046

Properties
Charge ... +1
Energy relative to the best compared isomer or geometry (same formula, charge and spin) ... 21.57 kcal per mole
Gap between HOMO and LUMO (alpha / beta) ... 8.574 / 4.123 eV
LUMO energy (alpha / beta) ... -4.16 / -8.61 eV
Expectation value of S² ... 0.75
2S+1 ... 2


The following is a DFT calculation (ωB97M-V with the def2-TZVPD basis set) of a cluster of 9 separate species, C20H40Br16O2S in total.

Element x y z (Å)
C -0.728 -1.464 -1.112
C 0.360 -0.831 -1.914
C 1.235 0.018 -1.021
S -0.026 0.955 -0.009
O -0.320 2.151 -0.863
O 0.462 1.188 1.397
C -1.341 -0.442 -0.172
H -0.287 -2.162 -0.400
H -1.413 -2.096 -1.677
H 0.119 -0.167 -2.744
H 0.927 -1.601 -2.437
H 1.894 0.692 -1.569
H 1.753 -0.681 -0.364
H -2.243 0.016 -0.577
H -1.493 -0.751 0.863
Br -0.085 -2.995 2.350
C 0.886 -2.460 3.979
C 1.444 -1.054 3.799
Br 2.882 -0.798 2.552
H 1.664 -3.206 4.143
H 0.204 -2.377 4.825
H 1.811 -0.638 4.737
H 0.699 -0.338 3.452
Br -4.343 2.153 2.533
C -2.714 3.245 2.305
C -1.823 2.950 3.428
Br -0.230 3.999 3.253
H -3.082 4.270 2.254
H -2.289 2.972 1.339
H -1.426 1.937 3.493
H -2.270 3.080 4.414
Br 2.694 5.741 -0.803
C 1.074 4.994 0.061
C 0.226 6.210 0.563
Br 1.050 7.148 2.126
H 1.293 4.244 0.822
H 0.468 4.566 -0.737
H -0.809 5.926 0.751
H 0.048 6.879 -0.279
Br 3.870 -3.998 1.671
C 5.495 -3.612 0.553
C 5.259 -2.557 -0.524
Br 3.442 -2.873 -1.441
H 5.955 -4.501 0.122
H 6.237 -3.126 1.187
H 6.022 -2.469 -1.297
H 5.077 -1.560 -0.121
Br -3.740 0.145 -3.573
C -5.394 0.310 -2.439
C -5.475 1.720 -1.902
Br -3.771 2.116 -0.956
H -5.286 -0.418 -1.634
H -6.295 0.197 -3.040
H -6.264 1.840 -1.160
H -5.588 2.381 -2.762
Br -7.110 -0.777 0.287
C -5.981 -1.288 1.854
C -4.451 -1.143 1.523
Br -3.675 -2.823 0.715
H -6.335 -2.281 2.131
H -6.331 -0.601 2.624
H -3.926 -1.052 2.474
H -4.170 -0.259 0.951
Br 6.207 3.697 -4.009
C 4.642 3.275 -2.896
C 4.949 2.252 -1.795
Br 5.319 0.402 -2.560
H 3.895 3.021 -3.648
H 4.342 4.188 -2.382
H 4.104 2.135 -1.117
H 5.730 2.556 -1.098
Br -0.972 -5.731 -0.788
C 0.902 -5.951 -1.554
C 0.863 -5.574 -3.033
Br 2.566 -6.004 -3.966
H 1.110 -7.017 -1.456
H 1.683 -5.371 -1.064
H 0.797 -4.487 -3.073
H 0.030 -6.034 -3.565

Properties
Charge ... -1
Gap between HOMO and LUMO (alpha / beta) ... 1.974 / 7.122 eV
LUMO energy (alpha / beta) ... 1.53 / 1.53 eV
Expectation value of S² ... 0.75
2S+1 ... 2


The following is a DFT calculation (ωB97M-V with the def2-TZVPD basis set) of a structure of composition C9H27FNbO4.

Element x y z (Å)
C -3.875 -3.204 0.898
C -2.277 -2.928 1.153
F -1.387 -4.037 0.711
Nb -1.796 -0.922 0.148
C -1.389 1.206 -0.597
O -2.291 1.561 -1.742
O -3.482 1.615 -1.155
H -4.464 -2.325 1.448
H -4.255 -4.258 1.280
H -4.058 -3.048 -0.267
H -2.128 -2.818 2.311
H -0.380 -1.611 -0.745
H -2.824 -1.303 -1.291
H -3.237 -0.232 1.056
H -0.665 -0.591 1.554
H -1.703 1.964 0.270
H -0.258 1.402 -0.828
H -3.637 2.567 -0.859
C 2.018 4.639 1.956
C 0.954 4.058 1.038
C -0.328 4.874 1.090
O 0.676 2.716 1.428
H 1.680 4.635 2.999
H 2.931 4.035 1.918
H 2.266 5.666 1.673
H 1.331 4.030 0.010
H -0.749 4.878 2.102
H -1.088 4.437 0.434
H -0.150 5.908 0.781
H 0.341 2.731 2.339
C 2.023 -3.007 -2.774
C 3.083 -2.460 -1.831
C 3.809 -3.580 -1.105
O 2.467 -1.599 -0.876
H 1.264 -3.574 -2.223
H 1.499 -2.189 -3.280
H 2.467 -3.660 -3.531
H 3.803 -1.859 -2.396
H 3.114 -4.168 -0.495
H 4.561 -3.172 -0.420
H 4.307 -4.251 -1.811
H 1.825 -2.124 -0.369

Properties
Charge ... -1
Gap between HOMO and LUMO ... 7.058 eV
LUMO energy ... 2.69 eV
2S+1 ... 1


The following is a DFT calculation (ωB97M-V with the def2-TZVPD basis set) of a structure of composition C33H34N4O3RuS2Si2.

Element x y z (Å)
Ru -0.264 -0.195 -0.025
C 1.318 -3.596 3.571
Si 0.285 -2.927 2.185
C -1.555 -3.400 2.415
C 0.907 -3.857 0.690
C 0.485 -0.993 1.925
C -0.441 -0.210 2.882
C -0.411 -0.188 4.287
C -1.289 0.675 4.950
C -2.167 1.555 4.219
C -2.127 1.433 2.818
N -1.302 0.556 2.212
Si 2.132 -0.241 1.703
C 2.530 2.120 0.363
C 3.375 -1.232 0.629
C 3.105 -0.053 3.278
H 1.002 -4.597 3.777
H 1.295 -3.057 4.560
H 2.330 -3.651 3.178
H -1.811 -4.443 2.129
H -2.049 -2.860 1.597
H -2.016 -3.053 3.328
H 0.216 -4.704 0.616
H 1.885 -4.327 0.936
H 1.100 -3.280 -0.225
H 0.245 -0.871 4.752
H -1.347 0.787 5.984
H -2.934 2.115 4.721
H -2.822 2.049 2.199
H 3.291 1.584 -0.186
H 3.087 2.691 1.077
H 2.093 2.811 -0.474
H 2.933 -1.756 -0.183
H 3.834 -2.048 1.299
H 4.117 -0.541 0.140
H 2.569 0.686 3.879
H 4.156 0.317 3.145
H 3.206 -0.971 3.913
S -3.869 2.298 -2.041
C -2.794 3.460 -1.174
C -2.914 4.875 -1.145
C -1.912 5.556 -0.405
C -0.978 4.849 0.341
C -0.877 3.504 0.297
C -1.894 2.749 -0.373
N -1.969 1.387 -0.510
C -2.909 1.002 -1.296
C -2.980 -0.475 -1.593
C -2.530 -0.997 -2.859
C -2.402 -2.379 -3.076
C -2.789 -3.242 -2.087
C -3.299 -2.734 -0.899
C -3.507 -1.373 -0.637
H -3.669 5.378 -1.757
H -1.814 6.591 -0.437
H -0.257 5.407 0.931
H -0.196 2.885 0.884
H -2.109 -0.281 -3.516
H -1.974 -2.624 -3.995
H -2.742 -4.348 -2.152
H -3.626 -3.448 -0.112
O 1.659 -1.780 -2.150
C 1.490 -0.596 -2.509
N 0.656 0.260 -1.935
S 0.367 1.712 -2.746
O 1.604 1.222 0.902
O -0.917 1.655 -3.477
C 1.629 1.294 -3.916
C 2.029 2.061 -4.968
C 3.020 1.548 -5.860
C 3.689 0.382 -5.538
C 3.220 -0.406 -4.504
C 2.203 0.088 -3.629
H 1.509 2.964 -5.233
H 3.412 1.968 -6.779
H 4.457 -0.044 -6.171
H 3.600 -1.346 -4.263
N -4.573 -0.415 1.488
C -4.006 -0.929 0.638

Properties
Charge ... 0
Energy relative to the best compared isomer or geometry (same formula, charge and spin) ... 0.00 kcal per mole
Gap between HOMO and LUMO (alpha / beta) ... 7.265 / 7.788 eV
LUMO energy (alpha / beta) ... -0.06 / -0.34 eV
Expectation value of S² ... 6.01
2S+1 ... 5


The records above yield max |F| values of 0.0439 0.0680 0.0918 0.0642 Eh/bohr, respectively.